The following is a quantum chemistry calculation of 6 unconnected molecules or ions with the total composition C40H43BrF5NP in a non-equilibrium geometry, from OMol25.

Results
Kohn-Sham gap ... 6.46 eV
Total charge ... -1
E_LUMO ... 2.218 eV
Energy relative to the best compared isomer or geometry (same formula, charge and spin) ... 0.0 kcal/mol
Highest occupied orbital energy ... -0.156 Eh

CARTESIAN COORDINATES (ANGSTROEM)
H 0.28 4.74 1.91
H 11.72 0.56 -4.75
H 3.16 0.32 3.75
C 1.06 -3.04 -3.90
H -6.56 -3.38 2.17
H -3.87 3.19 1.19
H -6.08 4.28 -2.31
H 1.23 1.38 2.89
C -12.01 -4.30 1.76
C -2.71 -3.19 2.43
F -5.29 -5.29 1.00
F 9.61 2.95 -0.67
C 5.05 1.73 2.44
H 1.13 4.28 -0.36
H 4.60 2.26 3.27
H 2.15 -0.18 0.63
H -13.04 -2.45 2.14
H -4.54 2.89 -3.70
C 11.28 1.06 -3.90
C 12.09 1.54 -2.88
C -10.78 -4.90 1.54
H 1.77 0.12 -1.80
C -4.87 -2.27 2.94
H -0.29 -1.82 -5.03
C 0.39 3.68 0.17
C 9.90 1.22 -3.81
N 0.51 3.80 1.63
H 2.47 1.80 1.25
C -12.08 -2.93 1.97
C 10.17 2.33 -1.73
C 9.33 1.86 -2.72
H 6.57 -0.17 -0.54
C 0.47 2.23 -0.34
C 6.15 0.37 0.31
H -1.63 -3.12 2.50
H 4.66 -1.13 0.70
C 4.48 0.50 2.07
C -5.07 3.82 -0.47
H 0.85 -3.94 -4.47
H -3.00 -1.39 3.54
C -9.62 -4.14 1.51
F -8.60 -2.03 1.69
H 12.15 2.57 -0.98
H -0.59 4.10 -0.08
C -5.49 -3.31 2.26
H -8.65 -4.58 1.33
H 0.16 0.22 -3.70
C -4.42 2.97 -2.63
H 6.55 3.22 2.07
C -10.93 -2.15 1.94
H 2.46 -4.01 -2.57
H -0.23 2.17 -1.18
C -3.17 2.35 -0.64
H 3.22 -1.09 2.66
C -3.31 -4.24 1.74
C 2.19 -1.94 -2.12
H -5.74 4.43 0.13
F -2.56 1.54 -2.77
C 6.69 1.59 0.68
C -5.26 3.74 -1.85
H -0.05 0.22 0.13
P 1.71 0.67 1.72
H 1.47 3.63 1.93
H 9.26 0.84 -4.60
H -2.73 -5.01 1.26
C 0.18 1.14 0.68
C -9.72 -2.78 1.71
H -0.65 1.40 1.33
C 0.42 -1.85 -4.21
H 7.54 2.00 0.15
H -5.48 -1.51 3.40
H -2.35 1.80 -0.20
H 1.47 2.07 -0.77
Br 0.38 -1.27 2.57
H -10.96 -1.08 2.10
H 13.16 1.42 -2.94
H -12.91 -4.90 1.78
F 3.05 -1.98 -1.08
C 6.13 2.26 1.77
H 8.26 1.98 -2.63
C 3.25 -0.01 2.71
C -4.03 3.13 0.12
C 11.54 2.19 -1.78
H -10.71 -5.97 1.38
C 1.57 -0.75 -2.41
C -3.49 -2.21 3.02
C 1.96 -3.10 -2.84
C -3.39 2.29 -2.01
C -4.69 -4.27 1.67
C 0.67 -0.71 -3.47
C 5.07 -0.17 0.99

The computed Löwdin charges, all in e, follow: 0.05 0.10 0.07 -0.10 0.08 0.11 0.10 -0.04 -0.10 -0.09 0.03 0.05 -0.07 0.09 0.10 -0.02 0.10 0.11 -0.10 -0.09 -0.08 0.09 -0.09 0.09 -0.29 -0.08 -0.01 0.00 -0.09 -0.29 -0.01 0.09 -0.30 -0.10 0.01 0.09 -0.33 -0.10 0.10 0.09 -0.01 0.06 0.12 0.09 -0.03 0.11 0.10 -0.02 0.09 -0.02 0.11 0.08 0.00 0.04 -0.02 -0.28 0.10 0.05 -0.12 -0.10 0.03 0.35 0.04 0.10 0.11 -0.47 -0.28 0.05 -0.11 0.07 0.10 0.10 0.08 0.10 0.12 0.10 0.10 0.05 -0.11 0.12 -0.37 -0.07 -0.02 0.10 0.00 -0.09 -0.02 -0.28 -0.29 -0.08 -0.06

The following is a quantum chemistry calculation of C20H26NO5P in the gas phase in a non-equilibrium geometry, from OMol25.

Results
Kohn-Sham gap ... 8.59 eV
SMILES ... CC(C)OP(=O)(OC(C)C)[C@@H](Nc1ccccc1)c1cccc2c1OCO2
E_LUMO ... 0.763 eV
Energy relative to the best compared isomer or geometry (same formula, charge and spin) ... 33.9 kcal/mol
Highest occupied orbital energy ... -0.288 Eh

CARTESIAN COORDINATES (ANGSTROEM)
C 0.13 -2.34 -0.88
H 3.97 1.73 -1.06
H -5.82 -0.52 2.23
H 3.69 3.25 -1.92
O 2.84 -0.71 0.12
H 4.04 -2.31 2.83
H -3.50 1.24 -1.77
O 2.21 1.26 1.71
H -0.03 3.21 -1.29
H 5.37 0.09 0.31
H 2.10 2.92 -0.02
C -4.76 -0.35 2.09
H 4.54 0.54 1.81
C -2.90 1.16 1.97
C -1.13 -2.07 -2.92
C 0.92 3.17 -1.81
C -1.09 -0.36 -1.21
P 1.77 0.37 0.63
C 0.21 -0.57 0.93
C -1.53 -0.84 -2.44
H 2.51 -2.61 2.01
O 1.40 1.12 -0.72
O -1.62 0.89 -1.00
H 5.74 -0.76 1.82
C -3.90 -1.41 1.85
H 0.79 -2.95 -0.27
N -0.68 0.35 1.58
H 1.26 4.19 -2.00
H 2.80 -1.05 2.80
C 3.28 2.27 -1.70
C 3.26 -1.86 2.23
C -0.27 -1.09 -0.39
H -1.90 -2.04 1.47
H 3.15 1.71 -2.62
H -2.15 2.09 -2.59
H -4.91 1.77 2.35
H 0.43 -1.41 1.60
H -4.29 -2.42 1.79
H 0.77 2.67 -2.76
C -2.03 0.10 1.72
C -4.25 0.93 2.16
C 3.85 -1.29 0.95
H 4.25 -2.11 0.33
H -2.50 2.16 2.02
O -2.35 0.08 -3.03
C 4.95 -0.29 1.24
C -2.55 -1.20 1.66
H 0.05 -3.78 -2.45
C -0.28 -2.81 -2.11
C -2.46 1.15 -2.11
C 1.94 2.42 -0.98
H -0.45 1.32 1.43
H -1.47 -2.43 -3.88

The computed Löwdin charges, all in e, follow: -0.04 0.07 0.09 0.09 -0.17 0.09 0.15 -0.23 0.07 0.08 0.13 -0.11 0.07 -0.04 0.01 -0.03 -0.15 0.57 -0.27 -0.19 0.07 -0.16 0.02 0.08 -0.09 0.11 0.04 0.08 0.08 -0.03 -0.05 -0.17 0.11 0.09 0.14 0.10 0.13 0.10 0.09 -0.27 -0.10 -0.44 0.15 0.11 0.04 -0.05 -0.02 0.10 -0.08 -0.15 -0.45 0.12 0.12